The following is a quantum chemistry calculation of C39H58Br40N2O7S2 as an isolated structure in a non-equilibrium geometry, from the OMol25 dataset.

Atoms and positions in Å:
C 5.315 4.078 -0.371
C 4.820 3.291 0.383
C 4.328 2.214 1.244
C 3.225 1.258 0.700
C 2.816 0.522 2.048
C 1.972 1.303 3.083
C 2.769 1.843 4.290
Br 0.802 -0.078 3.966
C 2.022 2.004 0.070
O 2.391 2.716 -1.093
C 2.130 4.103 -1.039
C 1.997 4.612 -2.500
C 2.950 5.787 -2.830
C 0.752 1.133 -0.333
S -0.528 0.944 0.938
O 0.203 1.598 -1.501
C -0.814 2.586 -1.417
C -2.235 2.047 -1.640
C -3.183 3.158 -2.111
C -2.276 0.771 -2.490
C -2.290 0.975 -4.021
C -1.933 -0.414 -4.638
C -1.232 1.966 -4.531
S 1.379 -0.551 -0.833
O 1.092 -1.548 0.146
O 0.740 -0.889 -2.050
O 2.913 -0.344 -1.225
C 3.840 0.132 -0.220
C 5.015 0.639 -1.129
C 4.646 1.397 -2.393
N 5.870 1.454 -3.261
N 4.296 -1.057 0.509
C 5.497 -1.058 1.279
C 5.370 -1.745 2.650
O 6.590 -0.682 0.966
C 4.107 -2.378 -0.092
C 4.690 -2.804 -1.429
O 3.527 -3.195 0.547
H 5.884 4.682 -1.021
H 4.039 2.662 2.192
H 5.178 1.567 1.466
H 2.364 -0.451 1.882
H 3.757 0.336 2.561
H 1.274 2.041 2.709
H 3.616 1.184 4.485
H 2.158 1.805 5.182
H 3.160 2.843 4.102
H 1.732 2.778 0.786
H 1.195 4.363 -0.534
H 2.925 4.697 -0.587
H 0.978 4.970 -2.643
H 2.133 3.787 -3.195
H 2.342 6.673 -3.026
H 3.610 6.052 -2.005
H 3.486 5.608 -3.757
H -0.428 -0.302 1.438
H -0.759 3.255 -0.554
H -0.640 3.257 -2.261
H -2.606 1.767 -0.650
H -3.054 4.051 -1.499
H -4.192 2.795 -1.922
H -3.114 3.356 -3.176
H -3.222 0.284 -2.240
H -1.501 0.071 -2.185
H -3.307 1.188 -4.353
H -1.275 -0.961 -3.967
H -2.837 -1.001 -4.811
H -1.450 -0.268 -5.604
H -1.106 1.808 -5.605
H -0.276 1.703 -4.073
H -1.490 3.016 -4.409
H 5.502 -0.277 -1.464
H 5.793 1.135 -0.556
H 3.877 0.936 -3.010
H 4.378 2.436 -2.243
H 5.665 1.041 -4.160
H 6.643 0.972 -2.825
H 6.176 -1.444 3.311
H 4.379 -1.623 3.076
H 5.470 -2.817 2.447
H 4.112 -3.651 -1.780
H 5.744 -3.063 -1.372
H 4.513 -2.005 -2.152
C 4.895 2.565 -7.531
Br 4.956 3.929 -6.174
Br 5.929 3.049 -9.081
Br 5.410 0.843 -6.836
H 3.865 2.481 -7.849
C -0.218 -2.549 -7.638
Br -1.305 -1.668 -8.964
Br 0.816 -1.287 -6.616
Br -1.269 -3.694 -6.500
H 0.481 -3.180 -8.167
C -6.859 0.395 -1.101
Br -5.934 1.633 0.053
Br -8.046 1.298 -2.321
Br -5.642 -0.777 -2.022
H -7.471 -0.227 -0.462
C -0.961 -1.235 3.108
Br -0.996 -1.330 5.037
Br -1.321 -2.941 2.295
Br -2.142 0.134 2.442
H 0.044 -0.954 2.823
C 8.867 -3.080 1.829
Br 9.890 -4.206 3.012
Br 9.959 -1.722 1.011
Br 7.914 -4.116 0.510
H 8.126 -2.573 2.430
C -5.430 1.321 5.300
Br -4.733 -0.113 6.383
Br -4.154 2.751 5.096
Br -6.072 0.687 3.596
H -6.287 1.726 5.832
C -5.952 -4.561 0.416
Br -5.117 -4.950 -1.277
Br -5.587 -2.773 1.027
Br -7.845 -4.929 0.385
H -5.501 -5.210 1.152
C -9.641 2.475 7.460
Br -11.295 1.505 7.297
Br -8.115 1.332 7.167
Br -9.600 4.024 6.315
H -9.579 2.830 8.478
C -4.573 -5.540 4.285
Br -3.834 -6.185 2.628
Br -4.089 -3.698 4.548
Br -6.476 -5.814 4.377
H -4.129 -6.115 5.084
C 1.581 7.633 -6.921
Br 2.698 6.067 -6.758
Br -0.286 7.204 -6.703
Br 2.139 9.027 -5.712
H 1.706 8.014 -7.925
C -13.068 -1.208 10.440
Br -11.951 0.194 11.151
Br -14.319 -0.539 9.133
Br -12.023 -2.668 9.743
H -13.649 -1.596 11.263
C 6.072 -7.742 -0.491
Br 4.359 -7.959 0.361
Br 6.661 -9.364 -1.347
Br 6.070 -6.252 -1.715
H 6.788 -7.512 0.286
C -7.164 -9.922 4.504
Br -5.279 -10.247 4.266
Br -7.547 -9.192 6.246
Br -7.873 -8.817 3.095
H -7.664 -10.878 4.443

## Properties
Total energy ... -105913.3959 Ha
Lowest unoccupied orbital energy ... -0.2300 eV
Net charge ... 0
2S+1 ... 1
Gap between HOMO and LUMO ... 8.561 eV

Atomic partial charges in e from the Mulliken method, atoms 1 to 4: 0.0069, -1.3720, -0.7897, 2.0462


The following is a quantum chemistry calculation of C39H58ClN7OOsP2Se as an isolated structure in a non-equilibrium geometry, from the OMol25 dataset.

Atoms and positions in Å:
Os -0.476 0.386 1.530
C -2.988 -1.989 2.499
P -2.195 -1.061 1.157
C -3.504 -0.158 0.360
N -4.534 -0.868 -0.108
C -5.584 -0.117 -0.630
C -6.872 -0.687 -0.838
C -7.902 0.199 -1.090
C -7.678 1.518 -1.480
C -6.453 2.069 -1.404
C -5.349 1.333 -0.865
N -4.154 1.951 -0.613
C -3.322 1.232 0.173
P -1.823 2.087 0.885
C -1.363 3.017 -0.618
C -2.509 3.454 1.972
C -1.324 4.324 2.394
C -3.584 4.317 1.399
C -3.104 2.778 3.223
C -1.760 -2.301 -0.303
C -2.804 -3.377 -0.416
C -1.538 -1.426 -1.523
C -0.413 -2.941 0.050
H -3.622 -2.778 2.091
H -3.524 -1.282 3.167
H -2.216 -2.374 3.170
H -7.069 -1.734 -0.674
H -8.943 -0.094 -0.933
H -8.561 2.035 -1.809
H -6.277 3.097 -1.815
H -2.239 3.561 -1.031
H -1.028 2.327 -1.344
H -0.558 3.746 -0.423
H -0.961 4.954 1.591
H -0.526 3.697 2.825
H -1.599 5.021 3.194
H -3.397 4.927 0.505
H -3.871 5.008 2.166
H -4.435 3.627 1.158
H -2.388 2.057 3.636
H -4.036 2.267 3.016
H -3.278 3.540 4.014
H -3.788 -2.900 -0.471
H -2.789 -3.981 0.482
H -2.698 -4.036 -1.315
H -2.403 -0.805 -1.727
H -1.380 -2.006 -2.406
H -0.719 -0.726 -1.369
H -0.479 -3.472 1.039
H 0.442 -2.265 0.075
H -0.116 -3.697 -0.722
C 2.400 1.061 -4.128
C 3.933 1.307 -4.038
C 4.059 2.861 -4.095
C 4.673 0.797 -5.276
C 4.656 0.726 -2.756
O 5.937 1.287 -2.864
C 4.788 -0.801 -2.819
C 3.727 -1.841 -3.194
C 4.065 -3.296 -2.814
C 4.532 -3.627 -1.538
C 4.591 -4.913 -1.089
C 4.235 -5.959 -1.935
Cl 4.648 -7.532 -1.430
C 3.742 -5.643 -3.219
C 3.695 -4.333 -3.659
C 4.161 1.332 -1.401
N 3.105 0.700 -0.665
C 1.908 1.146 -0.270
N 1.306 0.245 0.494
C 2.202 -0.785 0.554
N 3.304 -0.563 -0.112
H 1.989 1.779 -4.801
H 1.924 1.170 -3.168
H 2.252 0.054 -4.517
H 3.784 3.175 -5.110
H 5.102 3.165 -3.917
H 3.464 3.420 -3.406
H 4.154 1.099 -6.217
H 4.739 -0.300 -5.331
H 5.672 1.214 -5.298
H 6.685 0.754 -2.556
H 5.072 -1.172 -1.845
H 5.592 -0.975 -3.552
H 3.566 -1.917 -4.315
H 2.777 -1.583 -2.688
H 4.646 -2.778 -0.839
H 5.025 -5.117 -0.106
H 3.481 -6.387 -3.917
H 3.276 -4.094 -4.647
H 3.863 2.363 -1.531
H 5.079 1.390 -0.748
H 1.523 2.087 -0.585
H 2.088 -1.653 1.208
C 0.150 2.342 6.587
N -0.305 1.059 6.148
C -0.817 0.154 7.095
C -0.955 -1.046 6.499
N -0.313 -0.954 5.191
C 0.227 -2.048 4.490
C 0.041 0.367 4.989
Se 0.738 1.191 3.521
H -0.571 2.726 7.307
H 0.248 3.023 5.761
H 1.137 2.288 7.092
H -1.104 0.551 8.027
H -1.370 -1.969 6.804
H -0.441 -2.913 4.470
H 1.214 -2.383 4.859
H 0.388 -1.704 3.451

## Properties
Total energy ... -5612.9236 Ha
Lowest unoccupied orbital energy (alpha / beta) ... -11.1454 / -13.8043 eV
Net charge ... +4
<S²> ... 6.05
2S+1 ... 5
Gap between HOMO and LUMO (alpha / beta) ... 5.809 / 3.575 eV

Atomic partial charges in e from the Mulliken method, atoms 1 to 4: 1.2437, -1.2803, 0.7749, -0.1348


Look up the total energy of the second one. -5612.9236 Ha